Entry 1:
Computed, not measured: a molecular structure, C13H20N2O5PtS, with ωB97M-V/def2-TZVPD.

The calculation puts the orbital gap (spin up / spin down) at 6.747 / 6.750 eV. Its HOMO energy (spin up / spin down) is -15.98 / -15.98 eV. The total charge is +2. The multiplicity is 1. The value obtained for the energy above the lowest of the compared OMol25 structures with the same formula, charge and spin is 78.2 kJ/mol. Its total energy is -41088.7669 eV. The maximum force is 0.45 eV Å⁻¹.

CARTESIAN COORDINATES (ANGSTROEM)
1 Pt 1.9222 0.5880 -0.1056
2 O 3.9541 1.3396 -3.9708
3 C 3.7112 1.1713 -2.8687
4 O 3.4458 0.9904 -1.7364
5 C 1.2076 -0.7909 -3.1682
6 C 0.8370 -1.6016 -1.9527
7 C -0.5591 -2.1974 -2.1843
8 C -1.4636 -0.9337 -2.1952
9 C -0.4529 0.1992 -1.9524
10 O 0.4485 -0.5148 -0.9880
11 C 0.4379 0.2929 -3.1661
12 C 1.4064 3.9945 -1.7914
13 O 1.6219 4.6874 -2.6821
14 O 1.1794 3.2705 -0.8993
15 H 1.9019 -1.1184 -3.9300
16 H 1.5827 -2.2438 -1.4975
17 H -0.8214 -2.8701 -1.3711
18 H -0.5863 -2.7564 -3.1163
19 H -2.2002 -0.9652 -1.3957
20 H -1.9851 -0.7860 -3.1377
21 H -0.8173 1.1145 -1.4974
22 H 0.3497 1.0552 -3.9281
23 C -1.5496 2.8122 2.4013
24 C -1.3494 2.0121 1.1268
25 N -1.5125 0.5609 1.3536
26 C -0.5982 -0.2868 1.8071
27 S 1.1053 0.1820 1.9199
28 N -0.9438 -1.4763 2.2488
29 C -0.0472 -2.5292 2.7741
30 C 0.2217 -2.3626 4.2584
31 H -1.4589 3.8756 2.1836
32 H -0.7989 2.5523 3.1482
33 H -2.5396 2.6411 2.8239
34 H -0.3654 2.1833 0.7003
35 H -2.0896 2.2827 0.3735
36 H -2.4748 0.2448 1.3829
37 H -1.9344 -1.6541 2.3669
38 H 0.8735 -2.5018 2.1947
39 H -0.5465 -3.4742 2.5674
40 H 0.7412 -1.4256 4.4618
41 H 0.8501 -3.1803 4.6080
42 H -0.7037 -2.3813 4.8339

***

Entry 2:
Computed, not measured: C20H34N4O2 in the gas phase, with ωB97M-V/def2-TZVPD.

Its SMILES is CN(CCCN1CCCCC1)C(=O)CCc1nnc(C2CCCCC2)o1. The calculation puts the orbital gap at 9.498 eV. Its HOMO energy is -8.70 eV. The total charge is 0. The multiplicity is 1. The value obtained for the energy above the lowest of the compared OMol25 structures with the same formula, charge and spin is 57.7 kJ/mol. Its total energy is -31347.8739 eV. The maximum force is 1.51 eV Å⁻¹.

CARTESIAN COORDINATES (ANGSTROEM)
1 C -0.0962 1.9465 -0.9292
2 N 0.7546 0.8299 -0.5801
3 C 0.5603 -0.3558 -1.1981
4 O -0.3094 -0.5131 -2.0369
5 C 1.4753 -1.5026 -0.7826
6 C 1.0777 -2.7684 -1.5417
7 C -0.3253 -3.1129 -1.2051
8 N -0.8798 -3.0543 -0.0393
9 N -2.1689 -3.4286 -0.1976
10 C -2.3373 -3.7021 -1.4492
11 O -1.1903 -3.5309 -2.1482
12 C -3.5670 -4.1289 -2.1655
13 C -4.5731 -2.9689 -2.2317
14 C -5.1523 -2.6587 -0.8565
15 C -5.8232 -3.8964 -0.2709
16 C -4.8036 -5.0232 -0.1479
17 C -4.2138 -5.3576 -1.5135
18 H -3.4727 -6.1541 -1.4157
19 H -5.0059 -5.7144 -2.1767
20 H -4.0000 -4.7042 0.5162
21 H -5.2734 -5.9143 0.2736
22 H -6.2384 -3.6637 0.7111
23 H -6.6464 -4.2111 -0.9185
24 H -4.3469 -2.3444 -0.1915
25 H -5.8714 -1.8412 -0.9401
26 H -4.0809 -2.0841 -2.6409
27 H -5.3780 -3.2553 -2.9131
28 H -3.2528 -4.3833 -3.1844
29 H 1.1389 -2.6092 -2.6189
30 H 1.7370 -3.5942 -1.2623
31 H 2.5161 -1.2512 -0.9876
32 H 1.3494 -1.6872 0.2851
33 C 1.7965 1.1144 0.3790
34 H 2.0044 0.2331 0.9869
35 H 1.4380 1.9045 1.0439
36 C 3.0906 1.6148 -0.2739
37 H 2.8452 2.3708 -1.0199
38 H 3.6062 0.8020 -0.7873
39 C 4.0230 2.2052 0.7866
40 N 3.3794 3.2842 1.5136
41 C 3.9139 3.4718 2.8500
42 C 3.0396 4.4509 3.6283
43 C 2.9829 5.7920 2.9060
44 C 2.5027 5.5624 1.4778
45 C 3.3990 4.5404 0.7860
46 H 3.0362 4.3656 -0.2285
47 H 4.4279 4.9419 0.7134
48 H 1.4809 5.1799 1.4955
49 H 2.5115 6.4966 0.9138
50 H 2.3129 6.4773 3.4279
51 H 3.9792 6.2408 2.8890
52 H 2.0328 4.0373 3.7047
53 H 3.4395 4.5733 4.6361
54 H 3.9192 2.5040 3.3583
55 H 4.9530 3.8500 2.8216
56 H 4.2712 1.4162 1.5014
57 H 4.9631 2.5333 0.3099
58 H 0.4968 2.7794 -1.3113
59 H -0.6565 2.2804 -0.0536
60 H -0.7914 1.6154 -1.6977

***

Entry 3:
Computed, not measured: a molecular structure, C2H7N2OP, with ωB97M-V/def2-TZVPD.

The calculation puts the orbital gap at 9.167 eV. Its HOMO energy is -9.70 eV. The total charge is 0. The multiplicity is 1. The value obtained for the energy above the lowest of the compared OMol25 structures with the same formula, charge and spin is 382.3 kJ/mol. Its total energy is -16501.2136 eV. The maximum force is 2.49 eV Å⁻¹.

CARTESIAN COORDINATES (ANGSTROEM)
1 C 0.8730 1.5134 0.4395
2 C 2.0265 -0.1224 -0.8494
3 N 1.7676 1.0966 -0.2063
4 N -0.9803 -0.4921 -0.5262
5 O 0.1753 2.1328 1.1566
6 P -2.3950 0.1567 -0.4100
7 H 1.3863 -0.2263 -1.7215
8 H 3.1022 -0.3618 -1.0751
9 H 1.6591 -0.8652 -0.0979
10 H -2.5378 -1.6475 1.8915
11 H -0.9655 -1.4028 -0.1536
12 H -1.8336 1.3750 -0.9097
13 H -2.2777 -1.1564 2.4621

***

- multiplicity of number 3 (C2H7N2OP)?
  1